[1]
The following is a DFT calculation (ωB97M-V/def2-TZVPD) of a structure of composition C47H59As2ClCsGeN3OSeTe at a distorted geometry.

Calculated values
Gap between HOMO and LUMO (eV): 4.234
E_HOMO (eV): -4.415
Energy above the lowest of the compared OMol25 structures with the same formula, charge and spin (kJ/mol): 0.0

```
! RIJCOSX wB97M-V def2-TZVPD def2/J DEFGRID3
* xyz 0 1
Cs 0.9785 0.4660 -0.2910
C -2.2605 -2.7709 -1.5095
C -1.4430 -1.8243 -0.6962
As -1.4352 -1.6797 1.3209
C -0.7465 -3.5657 1.4816
C -1.6189 -4.6381 1.1747
C -1.1012 -5.9236 1.0797
C 0.2673 -6.1789 1.2224
C 1.1202 -5.1190 1.5741
C 0.6166 -3.8096 1.6829
C -3.3676 -1.9975 1.5919
C -3.7893 -2.8337 2.6403
C -5.1560 -3.1151 2.7696
C -6.1123 -2.5615 1.8989
C -5.6763 -1.6799 0.8953
C -4.2950 -1.3995 0.7500
As -1.7087 -2.2975 -3.4209
C 0.2033 -2.9103 -3.5341
C 1.2235 -1.9396 -3.3899
C 2.5564 -2.3613 -3.2022
C 2.8925 -3.7275 -3.2706
C 1.8797 -4.6720 -3.5183
C 0.5331 -4.2776 -3.5962
C -2.6164 -3.8900 -4.1114
C -3.2794 -4.8792 -3.3640
C -3.7037 -6.0557 -4.0291
C -3.6114 -6.1851 -5.4071
C -2.9725 -5.1639 -6.1569
C -2.4712 -4.0463 -5.5095
H -3.3524 -2.7228 -1.4583
H -1.9688 -3.8014 -1.3673
H -1.6103 -0.7799 -1.0357
H -0.3930 -2.1481 -0.8079
H -2.6799 -4.4389 1.0319
H -1.8029 -6.7263 0.8404
H 0.6722 -7.1852 1.0951
H 2.1701 -5.2621 1.7507
H 1.2757 -2.9799 1.9250
H -3.0673 -3.2773 3.3377
H -5.4435 -3.8078 3.5809
H -7.1884 -2.6932 2.0476
H -6.3671 -1.2156 0.2088
H -3.9623 -0.7338 -0.0636
H 0.9447 -0.8770 -3.4076
H 3.3443 -1.6258 -3.0175
H 3.9259 -4.0475 -3.1458
H 2.0843 -5.7429 -3.5644
H -0.2540 -5.0371 -3.6965
H -3.4499 -4.7677 -2.3104
H -4.1479 -6.8532 -3.4141
H -4.0196 -7.0860 -5.8786
H -2.8637 -5.2533 -7.2507
H -1.9188 -3.2849 -6.0676
Cl -0.8990 2.6063 2.1522
C -1.6067 0.9891 2.1516
H -2.6855 0.9982 2.0665
H -1.2142 0.5034 3.0509
C 3.5908 1.2485 -4.4297
Te 2.5121 2.2991 -2.8929
C 4.1386 2.4945 -1.4115
H 4.4553 0.7382 -3.9593
H 3.9179 1.9814 -5.1977
H 2.9373 0.4910 -4.9251
H 5.0658 2.8032 -1.9254
H 4.3361 1.5712 -0.8546
H 3.8469 3.2553 -0.6750
C 3.8641 5.7660 9.1358
C 2.9319 4.8632 8.4013
C 2.9594 4.8152 7.0086
C 2.0861 3.9929 6.3259
C 1.2160 3.1564 7.0215
N 0.4128 2.2350 6.3379
C 0.7600 1.3766 5.2964
O -0.0679 0.6447 4.7680
N 2.0945 1.3842 4.9317
C 2.6902 0.6999 3.8657
C 3.9093 1.1273 3.3246
C 4.4941 0.3818 2.3142
C 3.8300 -0.7920 1.8600
N 2.5985 -1.1034 2.2952
C 2.0894 -0.4571 3.3531
C 1.1515 3.2163 8.4089
C 2.0092 4.0761 9.0832
H 4.7141 6.0078 8.4827
H 4.1986 5.2859 10.0565
H 3.3428 6.6838 9.4104
H 3.7149 5.4050 6.4962
H 2.0162 4.0520 5.2205
H -0.5364 2.0232 6.6755
H 2.7155 2.0494 5.4151
H 4.3862 2.0385 3.6946
H 5.4175 0.7167 1.8733
H 4.2734 -1.4607 1.1048
H 1.1254 -0.8092 3.7082
H 0.4602 2.5814 8.9998
H 2.0291 4.0966 10.1829
C -1.4530 6.0500 -6.4124
Ge -0.6469 4.6752 -5.2569
C 0.4943 5.6147 -3.9871
C 0.3226 3.3172 -6.2709
C -2.2035 3.8576 -4.2880
Se -1.6328 2.9001 -2.7094
C -2.0050 4.2139 -1.2659
H -0.6695 6.6509 -6.9289
H -2.0524 6.7318 -5.8072
H -2.1445 5.6026 -7.1527
H 1.3052 6.1373 -4.5128
H 0.9350 4.9580 -3.2391
H -0.0822 6.4009 -3.4527
H 1.0340 3.8427 -6.9062
H -0.3651 2.7269 -6.8924
H 0.8431 2.6410 -5.6015
H -2.6698 3.1356 -4.9692
H -2.9526 4.6261 -4.0111
H -1.1690 4.9168 -1.2163
H -2.0265 3.6199 -0.3317
H -2.9771 4.7325 -1.3977
*
```

***

[2]
The following is a DFT calculation (ωB97M-V/def2-TZVPD) of a structure of composition C47H59BN9O3S3Zr at a distorted geometry.

Calculated values
Gap between HOMO and LUMO (eV): 6.298
E_HOMO (eV): -14.524
Energy above the lowest of the compared OMol25 structures with the same formula, charge and spin (kJ/mol): 200.4

```
! RIJCOSX wB97M-V def2-TZVPD def2/J DEFGRID3
* xyz 3 1
Zr 1.7943 0.3880 2.4571
C -3.2517 1.2511 2.3898
C -2.7654 1.4640 0.9861
C -3.4960 2.1304 0.0525
C -3.0524 2.2823 -1.2854
N -1.8941 1.7981 -1.6625
N -1.1721 1.1470 -0.7224
B 0.0704 0.4489 -1.2625
N -0.0369 -1.0530 -1.2375
N -1.2333 -1.3547 -1.7970
C -1.4697 -2.5995 -2.0959
C -0.4543 -3.5768 -1.8945
C 0.7332 -3.2709 -1.3085
C 1.8207 -4.2873 -1.1360
C 0.9232 -1.9165 -0.8693
S 2.2763 -1.4091 0.0354
C -2.8660 -2.8990 -2.6353
C -3.8484 -2.8251 -1.4547
C -2.9328 -4.2927 -3.2579
C -3.2414 -1.8449 -3.6829
N 1.4122 1.2074 -1.2817
N 0.8088 1.0659 -2.4898
C 1.4274 1.2235 -3.6295
C 2.7362 1.7778 -3.5146
C 3.3491 1.9844 -2.3178
C 4.7377 2.5358 -2.2450
C 2.6673 1.5818 -1.0968
S 3.4324 1.5565 0.3995
C 0.7781 0.7597 -4.9175
C 1.5519 1.2635 -6.1346
C 0.8210 -0.7812 -4.8812
C -0.6705 1.2393 -4.9771
C -1.5251 0.9379 0.5419
S -0.5883 -0.1152 1.5721
C -3.9367 3.0033 -2.2939
C -5.2989 2.2908 -2.3347
C -4.1113 4.4562 -1.8226
C -3.3306 2.9922 -3.6901
H -4.1436 1.8465 2.5776
H -2.4804 1.5103 3.1142
H -3.4918 0.1991 2.5594
H -4.4528 2.5541 0.3322
H -0.6262 -4.5907 -2.2335
H 1.4262 -5.2975 -1.2267
H 2.3156 -4.1785 -0.1733
H 2.5796 -4.1429 -1.9093
H -3.5989 -3.5559 -0.6818
H -4.8597 -3.0403 -1.8026
H -3.8434 -1.8289 -1.0050
H -2.7205 -5.0846 -2.5365
H -2.2497 -4.3977 -4.1052
H -3.9430 -4.4677 -3.6296
H -3.1600 -0.8322 -3.2841
H -4.2714 -2.0045 -4.0051
H -2.6000 -1.9195 -4.5657
H 3.2675 2.0199 -4.4246
H 5.0440 2.9464 -3.2037
H 5.4368 1.7446 -1.9626
H 4.8099 3.3055 -1.4766
H 2.5542 0.8348 -6.2020
H 1.6301 2.3529 -6.1544
H 1.0107 0.9617 -7.0313
H 1.8362 -1.1568 -4.7291
H 0.4642 -1.1628 -5.8389
H 0.1716 -1.1770 -4.0957
H -0.7253 2.3240 -5.0907
H -1.2291 0.9592 -4.0836
H -1.1559 0.7847 -5.8425
H -5.8229 2.3250 -1.3777
H -5.1901 1.2449 -2.6334
H -5.9379 2.7841 -3.0679
H -4.5411 4.5203 -0.8202
H -4.7900 4.9773 -2.4990
H -3.1580 4.9903 -1.8256
H -3.1998 1.9755 -4.0657
H -2.3639 3.4973 -3.7186
H -4.0063 3.5160 -4.3667
C -0.3867 2.8592 4.3930
O 0.1832 1.5499 4.3437
C -0.1642 0.6868 5.3588
C -0.8611 1.0499 6.4965
C -1.1533 0.0705 7.4405
C -0.7482 -1.2432 7.2522
C -0.0291 -1.5872 6.1178
C 0.2496 -0.6160 5.1721
N 1.0359 -0.8677 4.0066
N 1.1116 -2.1228 3.7067
C 2.1157 -2.6292 2.9671
C 3.3495 -1.9579 2.7692
O 3.3909 -0.6409 2.9215
C 4.5127 -2.6695 2.4528
C 4.4260 -4.0047 2.2176
C 3.1904 -4.7191 2.2598
C 3.1448 -6.0909 1.9477
C 1.9490 -6.7613 1.9786
C 0.7743 -6.0731 2.3265
C 0.7992 -4.7326 2.6429
C 2.0145 -4.0381 2.6192
H 0.1297 3.4737 5.1301
H -1.4443 2.7980 4.6405
H -0.2858 3.2915 3.4042
H -1.1675 2.0701 6.6737
H -1.6921 0.3496 8.3368
H -0.9712 -1.9943 7.9975
H 0.3272 -2.5976 5.9691
H 5.4521 -2.1362 2.3938
H 5.3293 -4.5510 1.9696
H 4.0614 -6.6083 1.6885
H 1.9105 -7.8174 1.7463
H -0.1652 -6.6104 2.3566
H -0.1108 -4.2151 2.9172
C 3.6378 4.1149 4.1047
N 2.8519 4.4680 2.9122
C 2.9886 5.8533 2.4227
C 2.0761 3.6327 2.3027
O 1.8926 2.4312 2.6969
H 4.6949 4.1774 3.8549
H 3.3885 3.1153 4.4347
H 3.4121 4.8306 4.8920
H 2.5509 6.5349 3.1486
H 2.4862 5.9561 1.4648
H 4.0460 6.0775 2.3046
H 1.5470 3.9966 1.4272
*
```

***

[3]
The following is a DFT calculation (ωB97M-V/def2-TZVPD) of a structure of composition C47H60BCsN5O5 at a distorted geometry.

Calculated values
Gap between HOMO and LUMO (eV): 4.736
E_HOMO (eV): -2.850
Energy above the lowest of the compared OMol25 structures with the same formula, charge and spin (kJ/mol): 0.0

```
! RIJCOSX wB97M-V def2-TZVPD def2/J DEFGRID3
* xyz -1 1
Cs -0.3762 -0.7510 1.2857
C -1.7228 -3.7538 -2.4082
C -1.9834 -3.8155 -0.9319
C -2.9783 -3.0188 -0.3698
C -3.1982 -2.9930 1.0003
C -4.2242 -2.0706 1.5999
C -2.4157 -3.8043 1.8166
C -1.4302 -4.6240 1.2847
C -0.5994 -5.4983 2.1823
C -1.2215 -4.6150 -0.0912
H -1.5398 -2.7269 -2.7266
H -2.5794 -4.1226 -2.9738
H -0.8536 -4.3480 -2.6855
H -3.5552 -2.3664 -1.0161
H -4.3493 -1.1774 0.9865
H -3.9271 -1.7524 2.5976
H -5.1981 -2.5610 1.6697
H -2.5482 -3.7578 2.8909
H -1.0620 -6.4799 2.3094
H -0.4914 -5.0499 3.1692
H 0.3960 -5.6559 1.7659
H -0.4278 -5.2228 -0.5135
O 3.0201 -0.6594 2.8317
C 3.2290 0.2455 3.8824
C 2.2127 1.3719 3.9327
C 2.2582 2.3057 4.9630
C 1.3005 3.3017 5.0000
C 0.3358 3.3448 4.0047
C 0.3728 2.3778 3.0184
N 1.2848 1.4053 2.9839
H 2.0786 -0.8877 2.8528
H 4.2293 0.6667 3.7464
H 3.2206 -0.2644 4.8582
H 3.0204 2.2320 5.7288
H 1.3015 4.0324 5.7986
H -0.4317 4.1051 3.9898
H -0.3595 2.3762 2.2178
C 2.4978 -4.0098 3.5406
C 1.5316 -3.1595 4.2832
N 0.7038 -2.2949 3.7338
C 0.0537 -1.6665 4.7768
C 0.5221 -2.1616 5.9678
N 1.4449 -3.1191 5.6305
C 0.3016 -1.8826 7.4130
O -0.4706 -0.8715 7.7020
O 0.8706 -2.5821 8.2358
C -1.0197 -0.6259 4.5588
O -1.3242 0.0673 5.5641
O -1.5071 -0.5462 3.4200
H 2.3356 -3.8709 2.4744
H 2.3696 -5.0665 3.7810
H 3.5242 -3.7203 3.7685
H 1.9477 -3.6546 6.3214
H -0.8005 -0.4013 6.8201
C 2.8833 -0.5064 -3.7566
C 1.8931 -1.6617 -3.6342
C 1.7108 -2.0848 -2.1763
C 0.5361 -1.4503 -4.2805
C 0.0720 -2.4447 -5.1385
C -1.2026 -2.4032 -5.6785
C -2.0562 -1.3783 -5.3160
C -1.6303 -0.3598 -4.4676
C -2.5966 0.7337 -4.0737
C -3.7294 0.1667 -3.2214
C -3.1299 1.4957 -5.2855
C -0.3142 -0.3720 -3.9844
N 0.1615 0.7584 -3.2660
B 0.0754 1.0437 -1.8132
N 0.5627 2.4540 -1.8566
C 0.8500 2.8737 -3.1527
C 0.5967 1.8633 -4.0033
C 0.7069 3.3680 -0.7719
C -0.3832 4.1608 -0.3657
C -0.1868 5.1057 0.6400
C 1.0436 5.2791 1.2438
C 2.1004 4.4830 0.8486
C 1.9595 3.5239 -0.1522
C 3.2091 2.7290 -0.5026
C 3.0989 1.2377 -0.1981
C 3.7198 2.9701 -1.9238
C -1.7973 4.0675 -0.9205
C -1.9237 4.1955 -2.4367
C -2.5346 2.8332 -0.4026
H 3.8654 -0.8292 -3.4040
H 2.5756 0.3472 -3.1607
H 2.9846 -0.1788 -4.7930
H 2.3311 -2.5138 -4.1699
H 1.1825 -1.3057 -1.6173
H 2.6811 -2.2648 -1.7097
H 1.1201 -3.0020 -2.1101
H 0.7310 -3.2713 -5.3800
H -1.5354 -3.1829 -6.3517
H -3.0685 -1.3596 -5.7020
H -2.0469 1.4317 -3.4445
H -4.3011 -0.5893 -3.7651
H -4.4167 0.9599 -2.9218
H -3.3225 -0.2878 -2.3166
H -3.7426 0.8553 -5.9242
H -2.3111 1.8890 -5.8889
H -3.7480 2.3356 -4.9641
H 1.2124 3.8644 -3.3758
H 0.7155 1.8368 -5.0744
H -1.0256 5.7220 0.9440
H 1.1756 6.0216 2.0204
H 3.0674 4.5995 1.3243
H 3.9782 3.1274 0.1707
H 2.3493 0.7625 -0.8279
H 2.8203 1.0635 0.8410
H 4.0636 0.7554 -0.3742
H 3.1016 2.4673 -2.6638
H 4.7369 2.5825 -2.0142
H 3.7394 4.0339 -2.1672
H -2.3088 4.9419 -0.4994
H -1.5455 3.3211 -2.9575
H -1.3774 5.0637 -2.8086
H -2.9769 4.3208 -2.6989
H -2.0287 1.9173 -0.7231
H -3.5607 2.8265 -0.7781
H -2.5791 2.8344 0.6893
*
```

***

[4]
The following is a DFT calculation (ωB97M-V/def2-TZVPD) of a structure of composition C47H60BaI2O8Se at a distorted geometry.

Calculated values
Gap between HOMO and LUMO (eV): 5.604
E_HOMO (eV): -1.902
Energy above the lowest of the compared OMol25 structures with the same formula, charge and spin (kJ/mol): 0.0

```
! RIJCOSX wB97M-V def2-TZVPD def2/J DEFGRID3
* xyz -2 1
Ba 0.9710 -2.8180 0.0635
C -1.6474 -3.9700 2.1431
O -0.9386 -2.8759 1.5395
C -1.5453 -1.6351 1.6917
C -2.4948 -1.2323 0.7518
C -2.9004 -2.1186 -0.4191
C -2.2961 -1.8123 -1.7884
C -3.0274 -2.1427 -2.9273
C -2.5019 -2.0693 -4.2152
C -1.1828 -1.6197 -4.3219
C -0.4115 -1.2895 -3.2198
C 1.0654 -0.9503 -3.3926
C 1.5857 0.1207 -2.4461
C 1.1177 1.4228 -2.5620
C 1.5064 2.4282 -1.6850
C 2.3613 2.0816 -0.6410
C 2.8697 0.7973 -0.4986
C 3.7369 0.4639 0.7107
C 2.9618 0.5970 2.0067
C 3.1870 1.6359 2.8977
C 2.4606 1.7865 4.0860
C 1.4483 0.8554 4.3162
C 1.1829 -0.1955 3.4407
C 0.0200 -1.1450 3.6660
C -1.1406 -0.8050 2.7284
C -1.7867 0.4204 2.8688
C -2.7879 0.8394 1.9998
C -3.1080 -0.0004 0.9326
C -3.4896 2.1826 2.2379
C -2.4623 3.3224 2.1874
C -4.1537 2.1742 3.6232
C -4.5686 2.4615 1.1917
C 1.9742 -0.3809 2.2870
O 1.7998 -1.4135 1.5061
C 2.7982 2.9164 5.0574
C 4.2562 2.7895 5.5173
C 1.9064 2.8910 6.2970
C 2.6145 4.2768 4.3683
C 2.5064 -0.1588 -1.4441
O 3.0372 -1.4356 -1.3449
C 4.3382 -1.5620 -1.9045
C 1.0034 3.8658 -1.8134
C 2.1926 4.8323 -1.8730
C 0.1592 4.0699 -3.0700
C 0.1362 4.2011 -0.5941
C -0.9421 -1.4234 -1.9056
O -0.1935 -1.2228 -0.8581
C -3.2452 -2.5803 -5.4518
C -3.3046 -1.4971 -6.5387
C -4.6756 -3.0021 -5.1277
C -2.5024 -3.8049 -6.0092
H -2.7091 -3.9358 1.8959
H -1.5217 -3.9570 3.2291
H -1.2121 -4.8767 1.7288
H -3.9849 -2.0614 -0.5173
H -2.6529 -3.1619 -0.1990
H -4.0475 -2.4850 -2.7785
H -0.7178 -1.5402 -5.3039
H 1.2166 -0.6134 -4.4199
H 1.6473 -1.8654 -3.2572
H 0.4021 1.6221 -3.3553
H 2.6313 2.8188 0.1156
H 4.6005 1.1317 0.7381
H 4.0940 -0.5623 0.6181
H 3.9703 2.3537 2.6496
H 0.8247 0.9358 5.2032
H -0.3203 -1.0616 4.6996
H 0.3470 -2.1697 3.4864
H -1.4629 1.0674 3.6828
H -3.8489 0.2969 0.1960
H -1.6617 3.1728 2.9185
H -2.9465 4.2859 2.3953
H -1.9984 3.3738 1.2003
H -3.4104 2.0753 4.4205
H -4.8520 1.3348 3.7096
H -4.7082 3.1075 3.7858
H -4.1477 2.5018 0.1824
H -5.0379 3.4283 1.4011
H -5.3491 1.6943 1.2055
H 4.4210 1.8169 5.9914
H 4.5051 3.5775 6.2397
H 4.9463 2.8688 4.6726
H 2.0163 1.9519 6.8481
H 0.8507 3.0105 6.0339
H 2.1839 3.7125 6.9654
H 3.2597 4.3638 3.4895
H 2.8565 5.0995 5.0537
H 1.5794 4.3952 4.0331
H 4.8679 -0.6080 -1.8704
H 4.2657 -1.9001 -2.9411
H 4.8796 -2.3058 -1.3257
H 2.8402 4.5912 -2.7229
H 2.7987 4.7783 -0.9638
H 1.8380 5.8640 -1.9864
H 0.7293 3.8413 -3.9763
H -0.1652 5.1137 -3.1238
H -0.7342 3.4386 -3.0616
H 0.7013 4.1064 0.3393
H -0.7066 3.5072 -0.5399
H -0.2545 5.2247 -0.6629
H -3.8817 -0.6342 -6.1890
H -3.7791 -1.8880 -7.4493
H -2.3039 -1.1450 -6.8042
H -5.2512 -2.1721 -4.7051
H -4.6933 -3.8308 -4.4144
H -5.1757 -3.3329 -6.0444
H -1.4987 -3.5334 -6.3474
H -3.0488 -4.2382 -6.8582
H -2.3917 -4.5671 -5.2328
I 5.3372 -5.8869 -1.9939
C 4.0546 -6.0388 -0.2934
I 3.8794 -4.2476 0.8128
H 4.4871 -6.7857 0.3581
H 3.0638 -6.3511 -0.6661
O 0.8754 -5.1795 0.6904
Se 0.4645 -5.4205 -0.9019
O 0.9424 -6.9281 -1.3471
O 1.3547 -4.2889 -1.7356
O -1.1483 -5.1614 -1.0663
*
```